Record 1
{"formula": "C30H38N7O11PS", "method": "wB97M-V/def2-TZVPD", "symbols": ["C", "C", "P", "C", "C", "O", "S", "O", "O", "C", "C", "N", "N", "N", "H", "H", "H", "H", "H", "H", "H", "H", "H", "H", "H", "H", "H", "H", "H", "H", "H", "H", "C", "C", "C", "C", "C", "C", "N", "O", "O", "H", "H", "H", "H", "H", "C", "C", "C", "C", "C", "C", "N", "O", "O", "H", "H", "H", "H", "H", "C", "C", "C", "C", "C", "C", "N", "O", "O", "H", "H", "H", "H", "H", "C", "C", "C", "C", "C", "C", "N", "O", "O", "H", "H", "H", "H", "H"], "positions_angstrom": [[-2.345, -2.691, 1.158], [-1.765, -1.268, 0.524], [-2.132, -1.040, -1.337], [-1.707, 0.739, -1.902], [-2.765, 1.744, -1.125], [-1.346, -2.230, -2.336], [0.202, -2.558, -1.622], [0.703, -3.979, -2.083], [1.358, -1.374, -2.149], [2.287, -1.281, -0.998], [2.568, 0.246, -0.473], [1.804, 0.619, 0.801], [4.076, 0.309, -0.152], [2.278, 1.336, -1.481], [-3.204, -3.048, 0.433], [-1.510, -3.516, 1.266], [-2.741, -2.444, 2.241], [-2.269, -0.360, 1.111], [-0.609, -1.205, 0.805], [-0.612, 0.970, -1.557], [-1.774, 0.893, -3.074], [-2.732, 1.575, 0.044], [-3.847, 1.402, -1.472], [-2.512, 2.857, -1.440], [3.309, -1.801, -1.325], [1.838, -1.907, -0.090], [1.581, -0.251, 1.362], [2.349, 1.309, 1.378], [4.625, -0.080, -0.973], [4.169, -0.341, 0.669], [3.004, 2.090, -1.293], [1.368, 1.816, -1.210], [-1.809, -0.095, 7.567], [-1.070, -1.090, 6.926], [-0.842, -1.016, 5.550], [-1.358, 0.066, 4.824], [-2.106, 1.063, 5.464], [-2.330, 0.977, 6.839], [-1.100, 0.163, 3.382], [-0.449, -0.748, 2.849], [-1.543, 1.152, 2.781], [-1.980, -0.154, 8.640], [-0.669, -1.923, 7.499], [-0.264, -1.800, 5.065], [-2.516, 1.906, 4.912], [-2.908, 1.747, 7.346], [2.151, -2.717, -4.629], [2.607, -3.627, -5.584], [3.180, -3.168, -6.771], [3.296, -1.789, -6.991], [2.832, -0.872, -6.038], [2.258, -1.344, -4.856], [3.920, -1.300, -8.226], [4.301, -2.141, -9.054], [4.035, -0.074, -8.369], [1.710, -3.080, -3.702], [2.518, -4.696, -5.401], [3.530, -3.890, -7.505], [2.911, 0.201, -6.198], [1.897, -0.640, -4.108], [-6.274, 7.619, -2.964], [-6.009, 6.532, -3.799], [-5.628, 5.306, -3.251], [-5.519, 5.177, -1.860], [-5.777, 6.269, -1.020], [-6.154, 7.491, -1.580], [-5.143, 3.884, -1.276], [-4.905, 2.947, -2.053], [-5.090, 3.801, -0.041], [-6.577, 8.571, -3.396], [-6.103, 6.640, -4.877], [-5.425, 4.468, -3.915], [-5.691, 6.184, 0.061], [-6.360, 8.344, -0.936], [4.972, -4.060, 2.703], [5.699, -3.188, 3.515], [5.035, -2.347, 4.410], [3.636, -2.391, 4.487], [2.903, -3.259, 3.667], [3.578, -4.093, 2.774], [2.934, -1.527, 5.444], [3.616, -0.759, 6.138], [1.699, -1.618, 5.506], [5.495, -4.718, 2.011], [6.785, -3.167, 3.453], [5.616, -1.674, 5.036], [1.817, -3.299, 3.713], [3.018, -4.773, 2.136]], "gap_ha": 0.245, "de_lowest_kcal_mol": 87.7, "spin_multiplicity": 1, "e_lumo_ev": -1.22}

Record 2
{"formula": "C6H13N2", "method": "wB97M-V/def2-TZVPD", "symbols": ["C", "C", "C", "C", "C", "C", "N", "N", "H", "H", "H", "H", "H", "H", "H", "H", "H", "H", "H", "H", "H"], "positions_angstrom": [[0.779, -0.850, 1.057], [2.127, 1.131, -0.309], [0.216, -0.854, -0.286], [1.409, -0.119, -0.086], [-1.664, 1.075, 0.685], [-2.699, -0.627, -0.630], [-1.628, 0.315, -0.515], [2.819, -0.138, -0.668], [0.359, -0.293, 1.769], [1.314, -1.789, 1.440], [1.765, 1.642, -1.109], [2.633, 1.641, 0.440], [-0.065, -1.683, -0.909], [-0.618, 1.052, 1.163], [-1.905, 2.117, 0.449], [-2.398, 0.795, 1.330], [-3.255, -0.163, -1.414], [-2.434, -1.555, -0.913], [-3.258, -0.848, 0.255], [2.945, -0.352, -1.642], [3.557, -0.495, -0.106]], "gap_ha": [0.305, 0.304], "de_lowest_kcal_mol": 161.4, "total_charge": 1, "spin_multiplicity": 1, "e_lumo_ev": [-3.89, -3.73]}

Record 3
{"formula": "C5H8N2", "method": "wB97M-V/def2-TZVPD", "symbols": ["C", "C", "C", "N", "C", "N", "C", "H", "H", "H", "H", "H", "H", "H", "H"], "positions_angstrom": [[-2.446, -0.112, 0.057], [-0.935, -0.021, 0.012], [-0.351, 1.189, -0.273], [1.001, 1.048, -0.260], [1.333, -0.244, 0.036], [2.719, -0.528, 0.093], [0.154, -0.949, 0.208], [-2.881, -0.779, -0.696], [-2.850, -0.405, 1.032], [-2.852, 0.888, -0.152], [-0.823, 2.136, -0.492], [1.694, 1.769, -0.368], [3.050, -0.838, 0.996], [3.055, -1.145, -0.634], [0.132, -2.009, 0.440]], "gap_ha": 0.331, "de_lowest_kcal_mol": 4.9, "spin_multiplicity": 1, "e_lumo_ev": 1.05, "smiles": "Cc1c[nH]c(N)c1"}

Record 4
{"formula": "C30H29Br2Cl2I2N2O7", "method": "wB97M-V/def2-TZVPD", "symbols": ["C", "C", "C", "I", "C", "C", "C", "C", "O", "O", "C", "I", "C", "C", "C", "C", "C", "O", "C", "O", "C", "C", "N", "C", "O", "C", "Cl", "C", "Cl", "C", "C", "Br", "C", "C", "Br", "C", "C", "O", "H", "H", "H", "H", "H", "H", "H", "H", "H", "H", "H", "H", "H", "H", "H", "C", "N", "C", "C", "C", "C", "O", "H", "H", "H", "H", "H", "H", "H", "H", "H", "H", "H", "H", "H", "H"], "positions_angstrom": [[-0.121, -1.757, 4.648], [0.228, -0.536, 3.603], [-0.485, -0.883, 2.195], [-2.699, -0.922, 2.346], [-0.014, 0.101, 0.983], [0.653, -0.495, -0.339], [0.866, -2.072, -0.597], [2.377, -2.573, -0.315], [3.180, -2.024, 0.494], [2.813, -3.767, -1.010], [1.162, 0.462, -1.511], [2.140, -0.393, -3.296], [0.975, 2.043, -1.417], [0.303, 2.655, -0.103], [-0.193, 1.685, 1.060], [-0.893, 2.435, 2.315], [0.120, 3.361, 3.156], [1.289, 3.699, 2.803], [0.184, 4.248, -0.049], [-0.752, 4.916, 0.483], [1.346, 5.112, -0.791], [1.856, 6.506, -0.234], [1.312, 7.085, 1.049], [0.461, 8.064, 0.747], [-0.632, 8.598, 0.412], [2.960, 7.382, -0.962], [3.537, 9.012, -0.332], [3.529, 6.765, -2.320], [4.777, 7.784, -3.227], [3.050, 5.351, -2.863], [3.701, 4.848, -4.231], [2.747, 5.227, -5.959], [4.948, 4.156, -4.194], [5.715, 3.642, -5.505], [5.794, 3.856, -2.417], [1.964, 4.513, -2.107], [1.419, 3.064, -2.575], [1.345, 2.852, -3.821], [-0.940, -1.422, 5.395], [-0.493, -2.706, 4.116], [0.810, -1.998, 5.273], [-0.156, 0.416, 4.111], [1.374, -0.494, 3.556], [-0.202, -1.988, 1.963], [0.182, -2.741, 0.062], [0.622, -2.388, -1.692], [2.034, -4.215, -1.433], [-1.436, 1.695, 3.030], [-1.746, 3.098, 1.880], [-0.243, 3.764, 4.188], [5.061, 2.956, -6.181], [6.598, 2.979, -5.134], [6.187, 4.492, -6.131], [-4.048, -4.765, 1.866], [-4.324, -5.447, 0.533], [-5.605, -4.854, -0.029], [-4.522, -6.925, 0.753], [-3.193, -5.168, -0.484], [-1.821, -5.713, -0.080], [-1.388, -5.109, 1.133], [-4.974, -4.770, 2.449], [-3.295, -5.331, 2.412], [-3.728, -3.738, 1.677], [-6.415, -5.043, 0.678], [-5.816, -5.336, -0.984], [-5.460, -3.781, -0.166], [-3.624, -7.343, 1.210], [-4.715, -7.396, -0.213], [-5.372, -7.066, 1.424], [-3.148, -4.084, -0.596], [-3.509, -5.619, -1.430], [-1.089, -5.474, -0.859], [-1.839, -6.800, 0.043], [-0.727, -5.693, 1.541]], "gap_ha": 0.259, "total_charge": 1, "spin_multiplicity": 1, "e_lumo_ev": -3.30}

Computed values of total energy (unit: eV) for the preceding records, in sequence: -84787.064, -9399.867, -8294.782, -230201.931.